DFT (the ωB97M-V functional and the def2-TZVPD basis) results for the ion C2H7N2OS with charge +1 in a non-equilibrium geometry.

```
13
Properties=species:S:1:pos:R:3:forces:R:3:lowdin_charge:R:1
N 1.549320 1.758941 -0.121054 2.046 -1.010 0.877 0.242
C 1.213679 0.552538 0.232272 -4.329 -1.058 -2.290 -0.515
O 1.762688 -0.208034 0.960139 1.398 -1.799 1.328 0.109
C -0.310271 -0.093249 -0.300671 1.899 1.113 2.794 -0.539
N -0.356816 -1.504483 0.260746 2.159 3.278 0.265 0.152
S -1.506043 0.887659 0.525401 -0.665 0.646 0.488 0.881
H 0.963548 2.429433 -0.487396 -1.491 1.400 -1.081 0.102
H 2.447139 2.019810 0.245337 0.264 0.602 0.013 0.151
H -0.474376 -0.044252 -1.297404 -0.228 -0.084 -3.190 0.066
H 0.636687 -1.260823 0.726180 -0.777 -1.363 1.092 0.140
H -1.211291 -1.509397 0.837235 0.654 -0.942 -0.125 0.139
H -0.163022 -2.195926 -0.427794 -0.532 -1.069 -0.555 0.150
H -0.708248 0.961541 1.599050 -0.397 0.285 0.384 -0.077
```
Positions in Å, forces in eV/Å.

Output
SMILES ... NC(=O)[C@@H]([NH3+])S
Energy above the lowest of the compared OMol25 structures with the same formula, charge and spin ... 40.9 kJ/mol
Charge ... +1
Lowest unoccupied orbital energy ... -0.1224 Ha